Record 1
This record from the OMol25 dataset describes an isolated molecule of C4H6O2S2 at a distorted geometry. The level of theory is ωB97M-V/def2-TZVPD.

ΔE to the lowest compared entry with this formula, charge and spin   2.081 eV
Net charge   0
SMILES   O=C(O)C[C@H](S)C=S
Energy   -1102.8214 a.u.

Cartesian coordinates (Å):
O (2.035, 0.951, -0.457)
C (1.396, -0.009, -0.739)
O (1.964, -1.200, -0.793)
C (-0.129, -0.006, -0.965)
C (-0.612, -0.249, 0.521)
S (-2.379, -0.723, 0.376)
C (-0.501, 0.896, 1.404)
S (-0.029, 0.716, 2.992)
H (2.882, -1.221, -1.041)
H (-0.365, 0.873, -1.402)
H (-0.250, -0.917, -1.561)
H (-0.378, -1.260, 0.945)
H (-2.785, 0.428, -0.178)
H (-0.849, 1.722, 0.896)

***

Record 2
This record from the OMol25 dataset describes a cluster of 2 separate species, C4H6O2Si in total at a distorted geometry. The level of theory is ωB97M-V/def2-TZVPD.

ΔE to the lowest compared entry with this formula, charge and spin   2.663 eV
Net charge   0
Energy   -595.9058 a.u.

Cartesian coordinates (Å):
C (-0.701, -0.267, -0.752)
C (0.586, -0.853, -0.384)
C (-1.722, 2.813, -1.359)
C (-1.622, 0.489, -0.092)
O (-0.677, 3.090, -0.914)
O (2.703, -1.557, 1.535)
Si (1.241, -0.930, 1.232)
H (-0.951, -0.537, -1.780)
H (1.205, -1.213, -1.226)
H (-2.549, 0.822, -0.702)
H (-1.512, 1.087, 0.757)
H (3.317, -2.195, 1.168)
H (0.683, -0.747, 2.517)